Entry 1:
Here is a molecular structure, C46H48CoN6O2S3 at a distorted geometry from OMol25. Energies are from ωB97M-V with the def2-TZVPD basis set.

Structure (ORCA input):
```
! RIJCOSX wB97M-V def2-TZVPD def2/J DEFGRID3
* xyz 1 1
Co 0.206 0.764 -1.231
S 4.401 1.854 -2.190
S -2.232 -3.008 1.341
S -0.664 -3.692 -1.175
O -1.185 -3.643 2.098
O -3.033 -3.802 0.444
N 2.265 0.620 -1.486
N -5.922 -0.447 5.161
N -1.585 -1.713 0.539
N 0.031 -1.219 -1.174
N 0.133 1.353 0.600
N -1.779 1.089 -1.268
C 0.717 -1.873 -2.210
C 5.222 -3.913 1.259
C -2.852 -1.846 3.719
C -3.338 -2.321 2.504
C -3.534 1.153 0.444
C 1.263 1.499 1.496
C -2.753 1.222 -2.347
C 4.575 0.265 -1.524
C 4.930 -4.643 -1.124
C 5.754 -0.450 -1.327
C -3.822 0.286 -4.305
C -2.809 0.244 -3.353
C -1.061 1.456 0.959
C -5.558 -1.649 3.105
C -3.635 3.580 -1.561
C 2.150 4.058 -2.782
C 4.368 -3.751 -0.005
C -0.802 -2.055 -0.488
C -2.141 1.246 -0.071
C 1.775 0.370 2.146
C -4.695 -2.250 2.212
C 0.476 -3.162 -2.356
C -0.013 4.910 -2.223
C -4.774 1.283 -4.299
C 1.249 4.022 1.093
C 2.708 1.738 -2.001
C 1.083 -0.962 2.088
C -0.367 3.673 -1.697
C 1.240 5.100 -2.793
C 1.847 2.761 1.666
C -3.665 2.309 -2.399
C 3.015 2.849 2.414
C 5.656 -1.726 -0.821
C -1.813 -0.877 -3.464
C 3.330 -0.263 -1.196
C 3.585 1.730 2.995
C 0.489 2.589 -1.774
C 4.414 -2.300 -0.486
C 3.266 -1.550 -0.651
C -1.434 1.765 2.365
C -3.715 -1.247 4.614
C 1.773 2.824 -2.262
C -5.078 -1.111 4.308
C -4.669 2.290 -3.359
C 2.947 0.507 2.883
C 2.944 -4.205 0.307
H -6.910 -0.463 5.001
H -1.311 3.581 -1.184
H -1.956 -1.410 -4.399
H 1.302 4.033 0.007
H -3.837 2.034 1.010
H 4.765 -5.696 -0.879
H -3.549 0.309 1.133
H 4.436 -4.430 -2.076
H -5.613 -0.205 6.084
H -5.575 1.289 -5.029
H 3.157 4.203 -3.155
H 3.479 3.822 2.539
H 6.567 -2.293 -0.672
H 0.196 4.135 1.374
H 6.258 -3.606 1.097
H 5.230 -4.961 1.570
H -4.251 0.975 -0.346
H -3.848 -0.489 -5.063
H -0.553 2.036 2.940
H 1.790 4.891 1.462
H -0.714 5.735 -2.165
H -1.801 -1.982 3.957
H 3.351 -0.371 3.377
H -2.938 4.291 -2.005
H -2.162 2.577 2.415
H 2.303 -4.147 -0.575
H 1.396 -1.309 -2.838
H -5.060 -2.685 1.288
H 4.513 1.815 3.551
H 2.960 -5.243 0.643
H 0.894 -3.826 -3.097
H 2.315 -1.948 -0.348
H -4.620 4.046 -1.580
H -0.795 -0.494 -3.451
H 1.186 -1.410 1.109
H 1.513 6.061 -3.209
H -6.622 -1.606 2.890
H 6.003 -4.494 -1.259
H 2.491 -3.607 1.104
H -3.365 3.448 -0.520
H 6.715 -0.015 -1.577
H -1.895 0.881 2.809
H 0.011 -0.878 2.261
H -1.924 -1.592 -2.653
H -5.383 3.107 -3.375
H -3.344 -0.874 5.565
H 4.814 -3.318 2.082
H 1.496 -1.650 2.825
*
```

- E_tot (Ha) = -4837.8663
- Kohn-Sham gap (spin up / spin down) (Ha) = 0.22185 / 0.22339

Entry 2:
Here is a molecular structure, C46H48N3PY at a distorted geometry from OMol25. Energies are from ωB97M-V with the def2-TZVPD basis set.

Structure (ORCA input):
```
! RIJCOSX wB97M-V def2-TZVPD def2/J DEFGRID3
* xyz -1 1
Y 0.692 -0.153 -0.410
P -1.420 0.108 2.048
N 1.836 -3.897 2.529
N 0.520 -0.864 -4.153
N 0.529 -1.689 -2.227
C 0.336 -3.731 0.600
C 0.372 2.551 -6.258
C 2.826 1.266 -0.500
C 3.832 0.686 -1.427
C 1.847 2.264 -0.819
C 1.222 -2.074 -4.241
C 1.226 -3.201 1.539
C 2.801 1.087 0.923
C 0.464 0.259 -4.942
C 1.209 2.660 0.395
C -0.681 -0.128 3.720
C -3.281 2.207 1.810
C -4.918 1.319 3.912
C 1.616 0.577 -5.674
C -2.380 -2.486 2.764
C 1.114 -4.890 2.994
C -2.776 -1.778 0.480
C -0.574 1.154 -4.556
C -0.268 0.524 6.032
C 0.063 -5.482 2.272
C 1.341 -2.550 -3.007
C 2.114 -2.017 1.694
C 2.876 -0.242 -5.631
C 0.198 3.703 -7.162
C -0.273 -4.943 1.037
C -0.626 2.306 -5.310
C 3.690 0.233 1.723
C -5.252 2.479 3.206
C -4.436 2.916 2.155
C -1.557 0.867 -3.449
C -3.135 -3.640 2.536
C -2.934 1.044 2.527
C -2.218 -1.534 1.753
C 0.683 -0.489 6.160
C 1.618 2.190 2.907
C 1.497 1.741 -6.416
C -3.713 -3.862 1.285
C 1.809 1.945 1.461
C -3.523 -2.933 0.257
C 0.283 -0.549 -2.833
C 1.656 2.882 -2.156
C 0.202 3.737 0.555
C -3.782 0.587 3.550
C 0.294 -1.118 3.871
C -0.957 0.698 4.829
C 0.944 -1.335 5.075
H 2.305 3.761 -2.330
H 1.223 -0.626 7.098
H 0.628 2.612 3.119
H -1.479 2.964 -5.185
H 2.533 -2.055 0.574
H 4.572 -0.100 1.161
H 3.396 -0.246 -4.657
H -0.276 3.979 -0.403
H -2.639 -1.050 -0.331
H -3.258 -4.366 3.341
H -0.351 4.494 -6.643
H 0.573 -1.714 3.011
H -0.589 3.426 1.252
H 3.565 0.197 -6.353
H 4.061 -0.357 -1.166
H 3.132 -0.738 2.025
H 1.450 -2.552 -5.174
H 1.879 2.161 -2.953
H 2.364 2.901 3.308
H -0.447 -6.332 2.722
H -1.721 1.473 4.765
H 1.857 -3.437 -2.534
H 0.617 3.212 -2.294
H -0.379 3.408 -8.050
H 1.709 1.261 3.484
H 3.970 0.693 2.685
H -5.539 0.976 4.742
H -3.969 -3.109 -0.725
H 2.290 1.962 -7.128
H 1.410 -5.213 3.961
H -1.714 -0.204 -3.213
H -6.152 3.036 3.470
H -4.308 -4.761 1.113
H 2.726 -1.287 -5.924
H 1.642 -2.169 5.169
H -4.704 3.815 1.597
H 3.475 0.695 -2.467
H -1.937 -2.331 3.749
H -1.360 1.402 -2.495
H -2.537 1.242 -3.760
H 1.175 4.069 -7.489
H 4.785 1.245 -1.408
H 0.621 4.679 0.952
H -1.054 -5.445 0.438
H -3.556 -0.340 4.081
H -2.648 2.537 0.983
H -0.486 1.185 6.874
H 0.136 -3.357 -0.419
*
```

- E_tot (Ha) = -2325.3939
- Kohn-Sham gap (spin up / spin down) (Ha) = 0.14173 / 0.14175

Entry 3:
Here is a molecular structure, C46H49AgO2P2S3 at a distorted geometry from OMol25. Energies are from ωB97M-V with the def2-TZVPD basis set.

Structure (ORCA input):
```
! RIJCOSX wB97M-V def2-TZVPD def2/J DEFGRID3
* xyz 0 1
Ag 0.595 0.748 -0.352
S 0.756 3.413 -1.426
S -0.776 2.772 1.551
S 2.524 2.369 1.416
P -0.585 -0.827 -2.084
P -1.097 -0.747 1.898
O -0.841 -2.957 -0.017
O 2.833 0.574 -0.544
C -1.217 -2.543 2.294
C -1.586 0.505 -2.871
C -2.924 -2.184 -2.873
C 1.191 -0.743 -4.268
C -1.946 -2.964 -0.837
C 1.736 -0.015 4.849
C -2.476 -0.097 2.918
C -3.728 -0.655 2.647
C -0.991 -5.286 2.801
C -2.582 1.739 -4.695
C 0.531 -0.302 4.230
C 1.608 -0.212 2.094
C 2.134 4.310 -0.649
C 4.151 0.687 -2.549
C 0.345 3.118 2.930
C -3.039 -3.805 -0.637
C 1.508 -3.495 -4.339
C -0.828 -4.807 1.512
C -1.903 -2.100 -1.927
C -1.305 -4.409 3.834
C -1.406 -3.052 3.579
C -0.843 4.386 0.735
C 1.759 3.555 2.546
C -3.993 -3.048 -2.716
C 2.884 0.182 4.088
C 0.447 -1.539 -3.403
C -4.056 -3.838 -1.576
C -4.780 0.837 4.207
C -3.347 2.472 -3.801
C 3.919 0.013 -1.188
C -0.650 4.344 -0.784
C -3.238 2.221 -2.440
C 2.074 -1.317 -5.171
C -1.720 0.752 -4.234
C 0.441 -0.376 2.836
C -2.352 1.258 -1.980
C 3.146 3.466 0.126
C -2.405 0.955 3.825
C -4.868 -0.200 3.288
C -3.548 1.416 4.467
C 0.622 -2.922 -3.441
C 3.733 -1.499 -1.377
C 2.233 -2.693 -5.210
C -0.977 -3.449 1.272
C 2.822 0.068 2.710
C 5.172 0.227 -0.319
H 2.654 -0.681 -5.828
H -2.896 -1.535 -3.739
H -4.027 3.233 -4.161
H -0.601 5.372 -1.152
H 1.606 -0.316 1.013
H 1.743 4.552 2.104
H -2.664 1.923 -5.758
H -1.455 -4.783 4.838
H 4.391 1.744 -2.401
H 1.637 -4.569 -4.353
H 6.045 -0.315 -0.698
H -5.668 1.196 4.711
H -3.811 -1.462 1.925
H -0.880 -6.344 2.998
H 1.704 5.075 -0.003
H -4.776 -3.088 -3.460
H 3.877 4.151 0.563
H 0.383 2.172 3.477
H 3.240 0.635 -3.145
H 4.968 0.233 -3.120
H 1.114 0.336 -4.217
H -0.598 -5.470 0.687
H 3.718 -1.988 -0.400
H -1.518 3.884 -1.258
H -3.093 -4.438 0.236
H -4.898 -4.500 -1.415
H 0.066 -3.559 -2.763
H -0.094 5.029 1.196
H 2.669 4.836 -1.442
H 2.347 3.632 3.463
H -1.635 -2.371 4.390
H 2.779 -1.696 -1.865
H -1.163 0.166 -4.953
H 4.961 -0.118 0.695
H -1.815 4.840 0.936
H -3.470 2.235 5.171
H 2.929 -3.139 -5.908
H -2.266 1.075 -0.912
H -0.347 -0.465 4.842
H 4.529 -1.954 -1.977
H -5.826 -0.653 3.066
H -0.121 3.853 3.590
H 1.782 0.050 5.929
H -3.843 2.776 -1.733
H 3.667 2.785 -0.541
H -1.461 1.445 4.020
H 3.702 0.209 2.096
H 3.824 0.412 4.574
H 5.433 1.288 -0.265
*
```

- E_tot (Ha) = -3956.9550
- Kohn-Sham gap (Ha) = 0.27024

Entry 4:
Here is a molecular structure, C46H49BeBr4CaClF7N2O9S at a distorted geometry from OMol25. Energies are from ωB97M-V with the def2-TZVPD basis set.

Structure (ORCA input):
```
! RIJCOSX wB97M-V def2-TZVPD def2/J DEFGRID3
* xyz 1 1
Br 0.379 2.027 0.302
Br 7.772 -8.200 -3.030
Br 4.050 2.779 2.026
Br 5.828 -6.609 -0.800
Ca 5.348 3.860 0.290
Cl -0.652 -13.451 -1.817
S -2.069 5.826 -0.036
F -2.752 -0.360 -0.627
F 1.304 -4.648 6.102
F -1.630 -0.543 0.909
F 1.040 -6.323 4.373
F -0.399 -6.446 6.280
F 4.604 -8.663 -0.768
F -0.090 -0.089 2.804
O -2.925 6.842 0.541
O -2.085 -7.952 -0.447
O -0.339 -7.251 0.682
O -1.292 8.902 6.627
O 4.238 -4.450 -2.895
O -6.357 4.968 -5.242
O 4.557 0.682 -1.858
O -2.394 4.418 0.033
O -1.757 6.224 -1.585
N -3.427 9.342 2.489
N -0.913 -8.063 -0.058
C 0.708 -3.181 0.314
C -2.366 -4.881 4.514
C 8.672 -3.154 -0.961
C 3.212 -1.278 -0.641
C 7.196 -5.484 -1.807
C 1.308 -11.432 -1.399
C 1.906 -3.878 -0.611
C -8.622 5.380 -6.125
C -2.286 8.637 7.600
C -1.194 -2.325 2.627
C -0.747 -4.544 4.489
C 0.745 -1.579 0.793
C -3.923 10.873 4.022
C 2.002 -0.593 0.290
C 8.057 -6.205 -2.784
C 9.206 -5.363 -3.597
C -3.895 6.932 -2.498
C -2.798 -2.657 2.655
C 1.897 -10.515 -0.527
C -3.340 -3.913 3.617
C 4.413 -3.547 -1.927
C 7.257 -3.887 -1.440
C -0.151 -9.234 -0.509
C -3.718 9.527 3.815
C -0.011 -11.258 -1.822
C -3.755 11.522 2.776
C 4.519 -0.487 -1.225
C -0.749 -10.159 -1.377
C -2.742 5.947 -2.572
C 3.446 -0.041 2.809
C 1.170 -9.411 -0.078
C -6.294 2.576 -5.824
C 3.146 -2.902 -1.044
C -0.495 -1.087 1.744
C 8.739 -1.538 -0.540
C 5.900 -2.913 -1.491
C -6.589 3.640 -4.781
C 2.068 0.996 0.682
C -3.452 10.552 1.846
C 7.385 -0.560 -0.614
C -7.122 5.396 -6.365
C 0.278 -5.484 5.372
C 2.685 1.286 2.207
C -0.426 6.061 0.593
C -0.216 -3.286 3.583
C 5.978 -1.293 -1.081
Be 4.810 -7.989 1.036
H -3.753 8.688 4.497
H 9.501 -5.968 -4.555
H 0.239 5.329 0.133
H -6.813 6.425 -6.579
H -1.775 -10.037 -1.715
H 8.760 -4.297 -3.818
H -3.226 8.452 2.052
H 4.232 -0.372 1.975
H 4.045 0.276 3.768
H -3.573 -2.024 2.045
H -2.709 9.580 7.955
H -5.264 2.665 -6.185
H 9.760 -1.034 -0.183
H -0.464 -11.977 -2.501
H 2.617 -0.846 3.009
H 2.882 1.482 -0.045
H -3.096 4.914 -2.486
H -8.989 4.368 -5.930
H -0.102 7.079 0.366
H -4.453 6.814 -1.566
H -3.252 10.620 0.785
H 10.116 -5.184 -2.852
H -5.924 3.484 -3.925
H 1.792 1.675 2.879
H -3.527 7.962 -2.527
H 7.417 0.597 -0.352
H -3.846 12.582 2.577
H -1.830 8.106 8.438
H -8.877 5.991 -5.252
H -2.255 6.040 -3.548
H 1.881 -12.287 -1.753
H 2.924 -10.660 -0.200
H -1.726 9.373 5.895
H -7.611 3.547 -4.399
H 1.810 -5.031 -0.903
H -6.433 1.576 -5.401
H -2.704 -5.778 5.185
H -3.070 8.016 7.161
H -6.856 4.806 -7.249
H -0.456 5.914 1.674
H -4.496 -4.126 3.659
H -0.174 -3.923 0.603
H -6.952 2.665 -6.693
H 1.644 -8.704 0.600
H 9.701 -3.732 -0.862
H -4.168 11.337 4.969
H -4.590 6.777 -3.328
H 0.944 -3.019 3.544
H -9.152 5.769 -6.996
*
```

- E_tot (Ha) = -15112.7118
- Kohn-Sham gap (Ha) = 0.04284